No. 1
Density functional theory data (ωB97M-V/def2-TZVPD) for C27H27F3LaN6O8S3 as an isolated structure in a non-equilibrium geometry.

Element x y z (Å)
La (-1.118, -1.436, 0.666)
O (-3.230, 2.017, 5.750)
C (-2.658, 1.282, 4.758)
C (-1.641, 1.804, 3.956)
C (-1.134, 0.999, 2.973)
N (-1.593, -0.240, 2.799)
C (-2.544, -0.758, 3.583)
C (-3.113, -0.016, 4.591)
C (-2.859, -2.254, 3.346)
O (-3.686, -2.775, 4.080)
O (-2.126, -2.782, 2.426)
C (0.003, 1.426, 2.039)
O (0.401, 2.586, 2.113)
O (0.458, 0.483, 1.281)
H (-2.828, 2.892, 5.752)
H (-1.240, 2.807, 4.081)
H (-3.879, -0.453, 5.222)
N (0.901, -2.190, 2.442)
C (1.700, -3.247, 1.928)
C (2.297, -4.183, 2.717)
C (3.146, -5.180, 2.164)
C (3.395, -5.212, 0.830)
C (2.734, -4.292, -0.020)
C (2.894, -4.320, -1.424)
C (2.189, -3.470, -2.198)
C (1.282, -2.572, -1.583)
N (1.119, -2.506, -0.285)
C (1.858, -3.342, 0.514)
H (0.797, -2.219, 3.440)
H (1.205, -1.263, 2.136)
H (2.134, -4.148, 3.792)
H (3.615, -5.905, 2.823)
H (4.078, -5.940, 0.400)
H (3.585, -5.037, -1.859)
H (2.279, -3.472, -3.276)
H (0.670, -1.924, -2.181)
F (-5.429, 3.872, -2.341)
C (-4.284, 3.361, -2.823)
F (-3.562, 4.380, -3.326)
F (-4.598, 2.553, -3.844)
C (-3.510, 2.625, -1.765)
C (-2.166, 2.405, -1.943)
C (-1.510, 1.650, -0.992)
N (-2.085, 1.171, 0.101)
C (-3.391, 1.416, 0.261)
C (-4.147, 2.131, -0.643)
H (-1.631, 2.786, -2.807)
H (-0.436, 1.490, -1.052)
H (-3.850, 1.008, 1.155)
H (-5.202, 2.297, -0.471)
O (-1.740, -3.234, -0.780)
S (-2.773, -2.327, -1.395)
O (-3.796, -3.004, -2.123)
O (-3.306, -1.499, -0.243)
S (-1.671, -1.012, -2.476)
C (3.075, 2.337, -3.973)
N (2.111, 1.697, -3.080)
C (1.449, 0.560, -3.724)
C (2.668, 1.436, -1.788)
S (3.217, -0.081, -1.358)
N (2.695, 2.519, -0.996)
C (3.274, 2.475, 0.357)
C (2.003, 3.776, -1.312)
H (3.864, 1.635, -4.270)
H (3.538, 3.191, -3.479)
H (2.565, 2.693, -4.869)
H (0.924, 0.934, -4.607)
H (0.720, 0.113, -3.051)
H (2.156, -0.221, -4.028)
H (4.033, 1.705, 0.403)
H (2.500, 2.265, 1.087)
H (3.720, 3.451, 0.559)
H (1.304, 3.624, -2.125)
H (2.717, 4.556, -1.590)
H (1.463, 4.106, -0.423)

Calculated values
Kohn-Sham gap   7.47 eV
E_tot   -95285.9051 eV
Charge   -1
Highest occupied orbital energy   -5.27 eV
LUMO energy   0.081 Eh
Energy above the lowest of the compared OMol25 structures with the same formula, charge and spin   17.4 kcal/mol
Spin multiplicity   1



No. 2
Density functional theory data (ωB97M-V/def2-TZVPD) for a 5-piece molecular cluster, C27H27N3O4 overall in a non-equilibrium geometry.

Element x y z (Å)
O (-34.580, 12.012, 17.540)
C (-34.060, 13.207, 17.856)
C (-34.506, 14.344, 17.165)
C (-33.718, 15.545, 17.192)
C (-32.623, 15.643, 18.143)
O (-31.883, 16.884, 18.084)
C (-32.284, 14.583, 18.950)
C (-33.005, 13.312, 18.836)
H (-34.282, 11.119, 18.145)
H (-35.176, 14.184, 16.515)
H (-34.008, 16.457, 16.731)
H (-30.888, 16.811, 18.121)
H (-31.371, 14.823, 19.486)
H (-32.828, 12.441, 19.486)
O (-35.286, 5.545, 20.627)
C (-34.334, 6.432, 20.236)
C (-34.457, 7.276, 19.050)
C (-33.285, 8.111, 18.601)
C (-32.024, 7.980, 19.328)
O (-30.879, 8.659, 18.993)
C (-31.958, 7.161, 20.497)
C (-33.063, 6.344, 20.795)
H (-34.966, 4.857, 21.340)
H (-35.313, 7.529, 18.710)
H (-33.315, 8.826, 17.830)
H (-30.713, 9.207, 19.646)
H (-30.986, 7.048, 21.063)
H (-32.936, 5.444, 21.532)
C (-26.706, 7.050, 17.439)
C (-25.254, 6.895, 17.235)
C (-24.583, 6.561, 18.533)
N (-25.245, 6.556, 19.731)
C (-26.617, 6.825, 19.833)
C (-27.377, 7.099, 18.647)
H (-27.238, 7.545, 16.551)
H (-24.703, 7.073, 16.178)
H (-23.568, 6.592, 18.698)
H (-27.112, 6.663, 20.726)
H (-28.342, 7.324, 18.800)
C (-24.110, 10.861, 22.530)
C (-24.083, 12.218, 21.917)
C (-24.328, 12.397, 20.556)
N (-24.753, 11.331, 19.783)
C (-24.691, 10.075, 20.251)
C (-24.229, 9.849, 21.677)
H (-23.949, 10.886, 23.543)
H (-23.546, 13.189, 22.315)
H (-24.366, 13.382, 19.991)
H (-24.974, 9.124, 19.585)
H (-24.200, 8.732, 21.980)
C (-29.121, 12.438, 21.105)
C (-28.010, 11.523, 20.815)
C (-28.218, 10.109, 21.003)
N (-29.363, 9.597, 21.462)
C (-30.242, 10.379, 22.069)
C (-30.232, 11.796, 21.785)
H (-29.233, 13.454, 20.918)
H (-27.105, 11.730, 20.417)
H (-27.447, 9.514, 20.847)
H (-30.945, 9.875, 22.569)
H (-31.125, 12.310, 22.185)

Calculated values
Kohn-Sham gap   8.61 eV
E_tot   -41088.0139 eV
Charge   0
Structure (SMILES)   Oc1ccc(O)cc1.Oc1ccc(O)cc1.c1ccncc1.c1ccncc1.c1ccncc1
Highest occupied orbital energy   -8.17 eV
LUMO energy   0.016 Eh
Energy above the lowest of the compared OMol25 structures with the same formula, charge and spin   264.8 kcal/mol
Spin multiplicity   1



No. 3
Density functional theory data (ωB97M-V/def2-TZVPD) for C27H27N5O16V2 as an isolated structure in a non-equilibrium geometry.

Element x y z (Å)
O (-0.091, -1.753, 3.356)
V (-1.117, -0.551, 3.454)
O (-2.435, -1.111, 4.126)
O (-5.554, 0.832, 0.443)
V (-4.522, -0.125, 1.273)
O (-5.368, -1.440, 1.649)
O (-2.434, -0.354, 1.436)
C (-1.555, 0.376, 0.581)
C (-0.244, 0.951, 1.176)
O (-0.188, 1.247, 2.556)
H (-2.195, 1.179, 0.178)
H (-1.326, -0.138, -0.362)
H (0.060, 1.874, 0.662)
H (0.608, 0.311, 0.894)
C (-2.963, 4.243, -0.752)
N (-3.107, 3.938, 0.692)
O (-4.195, 3.497, 1.029)
O (-2.120, 3.980, 1.378)
H (-3.474, 5.165, -1.006)
H (-3.346, 3.413, -1.344)
H (-1.892, 4.193, -0.938)
C (-0.764, -3.104, -0.203)
C (0.592, -2.887, -0.038)
C (1.319, -3.717, 0.789)
C (0.633, -4.699, 1.502)
C (-0.730, -4.937, 1.333)
C (-1.433, -4.122, 0.446)
N (1.410, -5.586, 2.368)
O (2.464, -5.166, 2.800)
O (0.841, -6.585, 2.770)
H (-1.266, -2.448, -0.898)
H (1.006, -1.967, -0.431)
H (2.370, -3.575, 0.984)
H (-1.283, -5.722, 1.823)
H (-2.490, -4.286, 0.290)
C (-2.019, 0.969, -4.923)
C (-2.508, 1.543, -3.741)
C (-3.090, 0.693, -2.830)
C (-3.015, -0.686, -2.919)
C (-2.440, -1.227, -4.054)
C (-1.940, -0.415, -5.068)
N (-3.597, -1.507, -1.872)
O (-3.364, -2.682, -1.865)
O (-4.239, -0.949, -0.995)
H (-1.700, 1.619, -5.728)
H (-2.591, 2.602, -3.548)
H (-3.569, 1.097, -1.943)
H (-2.293, -2.285, -4.229)
H (-1.564, -0.862, -5.975)
C (4.783, -2.256, 3.950)
C (5.218, -1.609, 5.088)
C (4.627, -0.414, 5.470)
C (3.505, 0.014, 4.793)
C (3.009, -0.660, 3.657)
C (3.626, -1.828, 3.273)
N (2.972, 1.321, 5.128)
O (3.119, 1.735, 6.265)
O (2.309, 1.938, 4.305)
H (5.308, -3.146, 3.631)
H (6.130, -1.953, 5.556)
H (4.946, 0.214, 6.291)
H (2.317, -0.111, 3.030)
H (3.305, -2.325, 2.372)
C (1.903, 4.724, -3.034)
C (2.815, 4.230, -3.963)
C (2.820, 2.861, -4.203)
C (1.971, 1.998, -3.507)
C (1.073, 2.538, -2.598)
C (0.994, 3.897, -2.402)
N (2.046, 0.574, -3.782)
O (1.362, -0.176, -3.100)
O (2.752, 0.180, -4.689)
H (1.910, 5.792, -2.853)
H (3.484, 4.913, -4.464)
H (3.613, 2.472, -4.829)
H (0.474, 1.860, -2.001)
H (0.323, 4.383, -1.708)

Calculated values
Kohn-Sham gap   6.88 eV
E_tot   -120005.9390 eV
Charge   0
Highest occupied orbital energy   -9.05 eV
LUMO energy   -0.080 Eh
Energy above the lowest of the compared OMol25 structures with the same formula, charge and spin   0.0 kcal/mol
Spin multiplicity   1



No. 4
Density functional theory data (ωB97M-V/def2-TZVPD) for one molecule with the formula C27H27N5O4.

Element x y z (Å)
C (-1.102, -4.971, 1.146)
N (-0.274, -3.948, 0.524)
C (0.033, -4.157, -0.812)
O (-0.492, -5.040, -1.443)
N (1.008, -3.338, -1.351)
C (1.550, -3.700, -2.652)
C (1.609, -2.284, -0.689)
O (2.617, -1.783, -1.111)
C (0.837, -1.783, 0.517)
C (1.738, -0.927, 1.406)
C (2.080, 0.361, 0.718)
C (1.315, 0.868, -0.319)
N (1.619, 2.025, -0.943)
C (2.700, 2.669, -0.594)
C (3.043, 3.878, -1.259)
C (4.167, 4.565, -0.924)
C (5.005, 4.073, 0.102)
C (4.663, 2.924, 0.734)
N (3.541, 2.234, 0.408)
C (3.254, 1.029, 1.141)
O (4.007, 0.698, 2.042)
N (0.229, 0.198, -0.804)
C (-0.781, 0.921, -1.545)
C (-1.827, 1.491, -0.584)
C (-2.422, 0.383, 0.289)
C (-3.413, 0.953, 1.316)
C (-4.604, 1.574, 0.643)
C (-5.610, 0.770, 0.120)
C (-6.696, 1.328, -0.528)
C (-6.793, 2.703, -0.663)
C (-5.798, 3.513, -0.145)
C (-4.712, 2.952, 0.502)
C (-1.296, -0.379, 0.997)
C (-0.318, -0.911, -0.056)
C (0.200, -2.912, 1.299)
O (0.037, -2.888, 2.493)
H (-1.252, -4.689, 2.185)
H (-0.607, -5.939, 1.088)
H (-2.055, -5.033, 0.622)
H (0.846, -4.369, -3.140)
H (2.514, -4.196, -2.532)
H (1.692, -2.793, -3.236)
H (2.668, -1.457, 1.627)
H (1.240, -0.748, 2.363)
H (2.373, 4.207, -2.035)
H (4.427, 5.480, -1.433)
H (5.902, 4.600, 0.380)
H (5.238, 2.473, 1.532)
H (-0.281, 1.718, -2.093)
H (-1.249, 0.229, -2.252)
H (-2.617, 1.986, -1.149)
H (-1.343, 2.235, 0.053)
H (-2.963, -0.317, -0.359)
H (-3.745, 0.143, 1.969)
H (-2.903, 1.696, 1.931)
H (-5.542, -0.304, 0.229)
H (-7.471, 0.690, -0.927)
H (-7.642, 3.140, -1.168)
H (-5.869, 4.587, -0.244)
H (-3.939, 3.590, 0.907)
H (-1.710, -1.198, 1.587)
H (-0.769, 0.295, 1.673)
H (-0.887, -1.526, -0.771)

Calculated values
Kohn-Sham gap   8.24 eV
E_tot   -44081.1264 eV
Charge   0
Structure (SMILES)   CN1C(=O)N(C)C(=O)C2(Cc3c(nc4ccccn4c3=O)N3CC[C@H](Cc4ccccc4)C[C@@H]32)C1=O
Highest occupied orbital energy   -7.90 eV
LUMO energy   0.013 Eh
Energy above the lowest of the compared OMol25 structures with the same formula, charge and spin   0.0 kcal/mol
Spin multiplicity   1



No. 5
Density functional theory data (ωB97M-V/def2-TZVPD) for one molecule with the formula C27H27NO4S in a non-equilibrium geometry.

Element x y z (Å)
C (-4.810, -0.230, -2.449)
C (-3.826, -1.148, -1.786)
O (-2.500, -0.515, -1.914)
C (-1.666, -1.242, -1.146)
O (-1.962, -2.407, -0.844)
C (-0.372, -0.601, -0.647)
C (-0.063, -0.104, 1.089)
C (-1.228, 0.470, 1.804)
C (-1.030, 1.321, 2.901)
C (-2.085, 1.798, 3.674)
C (-3.395, 1.570, 3.260)
C (-3.631, 0.673, 2.206)
C (-2.554, 0.064, 1.536)
C (1.241, 0.463, 1.377)
C (2.352, -0.306, 1.780)
C (2.522, -1.763, 1.815)
N (3.312, 0.517, 2.294)
C (4.571, 0.074, 2.867)
C (2.907, 1.855, 2.190)
C (3.508, 2.985, 2.704)
C (2.807, 4.197, 2.676)
C (1.549, 4.249, 2.038)
C (0.924, 3.095, 1.545)
C (1.604, 1.875, 1.586)
S (0.886, -1.559, -1.558)
O (2.096, -0.733, -1.484)
O (0.900, -2.857, -0.945)
C (0.521, -1.847, -3.310)
C (-0.218, -2.940, -3.787)
C (-0.376, -3.122, -5.169)
C (0.205, -2.220, -6.071)
C (0.930, -1.124, -5.586)
C (1.111, -0.958, -4.210)
H (-5.827, -0.603, -2.263)
H (-4.738, 0.788, -2.054)
H (-4.648, -0.190, -3.530)
H (-4.070, -1.267, -0.717)
H (-3.800, -2.141, -2.254)
H (-0.321, 0.479, -0.835)
H (-0.126, -1.260, 0.905)
H (-0.035, 1.559, 3.255)
H (-1.893, 2.329, 4.605)
H (-4.250, 2.052, 3.735)
H (-4.644, 0.364, 1.911)
H (-2.675, -0.837, 0.913)
H (1.667, -2.253, 1.360)
H (3.419, -2.034, 1.244)
H (2.634, -2.120, 2.848)
H (5.164, 0.960, 3.116)
H (4.415, -0.534, 3.770)
H (5.102, -0.535, 2.123)
H (4.533, 2.943, 3.101)
H (3.215, 5.106, 3.104)
H (1.031, 5.201, 1.939)
H (-0.117, 3.097, 1.174)
H (-0.610, -3.676, -3.083)
H (-0.937, -3.987, -5.544)
H (0.127, -2.395, -7.151)
H (1.383, -0.406, -6.276)
H (1.762, -0.170, -3.833)

Calculated values
Kohn-Sham gap   7.53 eV
E_tot   -48949.1758 eV
Charge   0
Structure (SMILES)   CCOC(=O)[C@@H]([C@H](c1ccccc1)c1c(C)n(C)c2ccccc12)S(=O)(=O)c1ccccc1
Highest occupied orbital energy   -7.46 eV
LUMO energy   0.002 Eh
Energy above the lowest of the compared OMol25 structures with the same formula, charge and spin   10.5 kcal/mol
Spin multiplicity   1



No. 6
Density functional theory data (ωB97M-V/def2-TZVPD) for C27H28AgO3P2S as an isolated structure in a non-equilibrium geometry.

Element x y z (Å)
Ag (-0.076, 0.096, 0.031)
O (-1.891, -1.232, 0.216)
P (-1.513, -2.485, -0.483)
C (0.224, -2.972, -0.163)
P (0.513, -2.620, 1.632)
O (0.593, -1.167, 1.903)
C (-0.809, -3.464, 2.541)
C (-1.777, -2.701, 3.183)
C (-2.808, -3.326, 3.862)
C (-2.871, -4.709, 3.914)
C (-1.893, -5.472, 3.294)
C (-0.860, -4.853, 2.615)
C (2.085, -3.437, 1.997)
C (2.983, -2.730, 2.787)
C (4.201, -3.291, 3.125)
C (4.515, -4.568, 2.687)
C (3.627, -5.272, 1.890)
C (2.415, -4.708, 1.539)
C (-1.765, -2.377, -2.271)
C (-1.129, -3.177, -3.212)
C (-1.553, -3.141, -4.529)
C (-2.608, -2.324, -4.902)
C (-3.235, -1.519, -3.967)
C (-2.816, -1.550, -2.651)
C (-2.523, -3.893, 0.015)
C (-2.195, -5.176, -0.406)
C (-3.010, -6.237, -0.061)
C (-4.156, -6.013, 0.687)
C (-4.494, -4.731, 1.086)
C (-3.681, -3.666, 0.744)
H (0.906, -2.341, -0.751)
H (0.396, -4.020, -0.398)
H (-1.718, -1.624, 3.144)
H (-3.563, -2.734, 4.357)
H (-3.665, -5.197, 4.459)
H (-1.929, -6.551, 3.347)
H (-0.092, -5.458, 2.158)
H (2.714, -1.741, 3.127)
H (4.900, -2.740, 3.735)
H (5.455, -5.016, 2.964)
H (3.875, -6.265, 1.547)
H (1.736, -5.264, 0.907)
H (-0.309, -3.820, -2.927)
H (-1.070, -3.763, -5.265)
H (-2.941, -2.315, -5.927)
H (-4.058, -0.886, -4.259)
H (-3.294, -0.943, -1.895)
H (-1.314, -5.344, -1.010)
H (-2.759, -7.238, -0.382)
H (-4.792, -6.843, 0.950)
H (-5.392, -4.565, 1.660)
H (-3.919, -2.654, 1.036)
C (3.129, 2.922, 0.512)
S (1.958, 2.915, -0.892)
C (0.817, 4.150, -0.182)
O (1.233, 1.606, -0.784)
H (2.597, 2.638, 1.414)
H (3.562, 3.911, 0.601)
H (3.917, 2.206, 0.311)
H (1.216, 5.135, -0.402)
H (0.724, 4.016, 0.890)
H (-0.151, 4.033, -0.659)

Calculated values
Kohn-Sham gap   9.41 eV
E_tot   -68004.7278 eV
Charge   +1
Highest occupied orbital energy   -11.45 eV
LUMO energy   -0.075 Eh
Energy above the lowest of the compared OMol25 structures with the same formula, charge and spin   6.9 kcal/mol
Spin multiplicity   1



No. 7
Density functional theory data (ωB97M-V/def2-TZVPD) for a 2-piece molecular cluster, C27H28BrN2O5S3 overall in a non-equilibrium geometry.

Element x y z (Å)
C (6.926, -1.647, 1.699)
C (5.945, -1.453, 1.026)
C (4.683, -1.222, 0.423)
C (3.671, -2.160, 0.566)
C (2.423, -1.961, 0.008)
Br (1.131, -3.307, 0.257)
C (2.158, -0.773, -0.739)
C (0.791, -0.543, -1.334)
C (0.477, 0.909, -1.701)
C (0.205, 1.806, -0.489)
S (-1.269, 1.346, 0.431)
C (-2.546, 1.711, -0.760)
S (-2.537, 3.137, -1.543)
N (-3.563, 0.762, -1.016)
C (-3.002, -0.555, -1.244)
C (-2.726, -0.877, -2.565)
C (-2.160, -2.097, -2.918)
C (-1.880, -3.027, -1.925)
C (-2.165, -2.701, -0.603)
C (-2.707, -1.480, -0.243)
C (-4.675, 0.786, -0.070)
C (-4.979, 1.936, 0.655)
C (-6.043, 1.938, 1.551)
C (-6.831, 0.814, 1.749)
C (-6.539, -0.323, 1.002)
C (-5.486, -0.331, 0.103)
C (3.195, 0.102, -0.875)
N (4.429, -0.090, -0.319)
C (5.440, 0.943, -0.530)
C (5.779, 1.745, 0.740)
C (7.154, 2.406, 0.702)
C (8.325, 1.459, 0.419)
O (9.535, 1.868, 1.042)
H (7.802, -1.794, 2.284)
H (3.883, -3.054, 1.132)
H (0.041, -0.893, -0.622)
H (0.674, -1.156, -2.232)
H (1.289, 1.362, -2.278)
H (-0.390, 0.927, -2.364)
H (0.094, 2.836, -0.833)
H (1.061, 1.781, 0.188)
H (-2.968, -0.156, -3.336)
H (-1.938, -2.326, -3.952)
H (-1.455, -3.994, -2.155)
H (-1.953, -3.426, 0.175)
H (-2.922, -1.251, 0.791)
H (-4.418, 2.854, 0.555)
H (-6.266, 2.839, 2.111)
H (-7.655, 0.773, 2.451)
H (-7.160, -1.196, 1.174)
H (-5.300, -1.245, -0.447)
H (3.036, 1.012, -1.430)
H (6.339, 0.470, -0.938)
H (5.072, 1.628, -1.290)
H (5.032, 2.539, 0.839)
H (5.653, 1.108, 1.614)
H (7.176, 3.217, -0.029)
H (7.330, 2.876, 1.675)
H (8.102, 0.431, 0.711)
H (8.526, 1.450, -0.656)
H (9.330, 2.386, 1.824)
O (-10.694, -2.553, 3.609)
S (-10.071, -1.846, 2.472)
O (-9.991, -0.394, 2.769)
O (-10.881, -2.069, 1.255)
O (-8.697, -2.359, 2.249)

Calculated values
Kohn-Sham gap   1.02 eV
E_tot   -144213.2821 eV
Charge   -1
Highest occupied orbital energy   -2.49 eV
LUMO energy   -0.054 Eh
Spin multiplicity   1